# 1
A cluster of 3 separate species, C4H13NO2 in total. Source: the Open Molecules 2025 dataset; level of theory: ωB97M-V/def2-TZVPD.

Results
LUMO ... 0.642 eV
HOMO ... -8.33 eV
Frontier orbital gap ... 8.977 eV
ΔE to the lowest compared entry with this formula, charge and spin ... 69.00 kJ/mol
SMILES ... C/C=C(/C)N.O.O

The geometry in ORCA input format:
```
! wB97M-V def2-TZVPD RIJCOSX def2/J DEFGRID3
* xyz 0 1
C -0.068 0.982 -2.121
N -0.016 0.967 0.850
C 0.068 -0.239 0.080
C 0.075 -0.221 -1.253
C 0.524 -1.435 0.877
H -0.435 1.840 -1.574
H 0.907 1.327 -2.437
H -0.679 0.800 -2.998
H -0.753 1.563 0.480
H -0.276 0.758 1.799
H 0.302 -1.179 -1.709
H 0.739 -1.134 1.903
H 1.430 -1.865 0.465
H -0.211 -2.242 0.938
H -2.970 -0.992 0.472
H -3.424 0.460 0.473
O -3.627 -0.403 0.868
H 2.431 0.585 0.764
H 3.932 0.804 0.462
O 3.206 0.183 0.352
*
```

Atom charges from the Mulliken analysis, given in e for atoms 1 to 8: -1.232 -0.574 0.486 -0.056 -1.533 0.321 0.273 0.333


# 2
A cluster of 3 separate species, C4H13NO2 in total. Source: the Open Molecules 2025 dataset; level of theory: ωB97M-V/def2-TZVPD.

Results
LUMO ... 0.793 eV
HOMO ... -8.41 eV
Frontier orbital gap ... 9.201 eV
ΔE to the lowest compared entry with this formula, charge and spin ... 85.24 kJ/mol
SMILES ... CC/C=C/N.O.O

The geometry in ORCA input format:
```
! wB97M-V def2-TZVPD RIJCOSX def2/J DEFGRID3
* xyz 0 1
C -2.092 -1.216 -0.510
C -2.014 -0.240 0.691
C -0.651 0.358 0.810
C -0.393 1.653 0.637
N 0.856 2.267 0.387
H -1.705 -2.205 -0.258
H -3.142 -1.321 -0.785
H -1.508 -0.850 -1.357
H -2.319 -0.812 1.567
H -2.772 0.540 0.561
H 0.145 -0.352 1.015
H -1.280 2.262 0.428
H 0.716 3.194 0.010
H 1.466 2.294 1.192
H 1.521 -0.307 -1.018
H 1.731 0.966 -1.800
O 1.678 0.011 -1.915
H 2.448 -2.865 0.463
H 1.100 -2.492 -0.172
O 1.820 -2.143 0.362
*
```

Atom charges from the Mulliken analysis, given in e for atoms 1 to 8: -1.012 -0.548 -0.462 -0.086 -0.459 0.232 0.338 0.311